[1]
A molecular structure, C27H31ClF3N6O3PdS, computed with ωB97M-V with the def2-TZVPD basis set.

CARTESIAN COORDINATES (ANGSTROEM)
Pd1 -1.82248 2.31512 -0.63995
C1 2.79298 3.08850 0.99578
N1 1.75303 4.08802 0.75758
C2 1.66055 5.32862 1.36805
C3 0.54119 5.91690 0.91538
N2 -0.04601 5.02764 0.01696
C4 0.70786 3.90307 -0.05693
S1 0.41556 2.53295 -1.02336
C5 -1.22949 5.31530 -0.71829
C6 -1.40672 6.60168 -1.18425
C7 -2.61652 6.93778 -1.76893
C8 -3.60444 5.97535 -1.85755
C9 -3.32916 4.69819 -1.40757
N3 -2.15318 4.35932 -0.85259
H1 3.56371 3.54190 1.61217
H2 3.22473 2.77155 0.05015
H3 2.36543 2.22746 1.50699
H4 2.39096 5.66886 2.08002
H5 0.08986 6.85954 1.16468
H6 -0.60436 7.31995 -1.09647
H7 -2.77760 7.93850 -2.14625
H8 -4.57272 6.19035 -2.28490
H9 -4.05519 3.90299 -1.47250
F1 -5.86467 -0.27792 -2.23925
C10 -5.67233 0.80613 -1.49769
F2 -6.10233 0.54894 -0.25809
F3 -6.42524 1.80289 -1.99975
C11 -4.18938 1.24336 -1.51398
O1 -3.49387 0.92211 -2.45325
O2 -3.85224 1.96742 -0.48934
C12 0.43725 -5.17413 -2.56749
C13 1.04205 -4.79522 -1.20708
C14 2.55949 -4.99313 -1.32922
C15 0.51156 -5.76001 -0.14124
C16 0.68666 -3.31745 -0.83394
O3 1.39375 -2.38919 -1.67137
C17 0.90445 -2.93536 0.64085
C18 2.34031 -2.96641 1.18968
C19 2.51486 -1.96660 2.30643
C20 1.83953 -2.11174 3.51549
C21 1.95182 -1.16251 4.51978
C22 2.75924 -0.05496 4.31784
Cl1 2.90670 1.14515 5.56564
C23 3.45757 0.10420 3.13444
C24 3.32384 -0.84924 2.13414
C25 -0.78193 -3.05590 -1.20495
N4 -1.27924 -1.76665 -0.73432
C26 -0.89371 -0.54795 -1.07561
N5 -1.55118 0.32706 -0.32568
C27 -2.36280 -0.43734 0.46110
N6 -2.20877 -1.71531 0.25074
H10 0.85632 -6.12672 -2.89377
H11 0.67276 -4.42943 -3.33006
H12 -0.64563 -5.30147 -2.52213
H13 2.75686 -6.04465 -1.54188
H14 3.10252 -4.74434 -0.42038
H15 2.97925 -4.42691 -2.16447
H16 0.64492 -6.78717 -0.48381
H17 -0.55361 -5.61989 0.05489
H18 1.04751 -5.65754 0.80397
H19 2.33869 -2.55548 -1.59584
H20 0.25121 -3.53820 1.27514
H21 0.55735 -1.90702 0.74779
H22 3.06091 -2.71811 0.40824
H23 2.59447 -3.96753 1.54353
H24 1.21104 -2.97960 3.68030
H25 1.42387 -1.28006 5.45619
H26 4.11040 0.95826 3.00892
H27 3.87510 -0.72901 1.20772
H28 -1.44637 -3.79321 -0.76375
H29 -0.88334 -3.08085 -2.28598
H30 -0.14548 -0.34183 -1.82081
H31 -3.04815 -0.02906 1.18406

Atoms 1-3, force components in eV/Å:
-0.1 -0.1 0.3
-0.1 0.0 0.0
0.1 0.0 0.0

Values from the calculation:
- Total charge: +1
- Multiplicity: 1
- Largest force on an atom: 0.4 eV/A
- E_tot: -2887.487409 Eh

Mulliken population analysis, charges in e, atoms 1 to 6: atom 1 (Pd): 0.404, atom 2 (C): -1.098, atom 3 (N): 0.133, atom 4 (C): -0.479, atom 5 (C): -0.405, atom 6 (N): 0.396

***

[2]
A gas-phase ion, C4H3N2 (charge +1) in a non-equilibrium geometry, computed with ωB97M-V with the def2-TZVPD basis set.

CARTESIAN COORDINATES (ANGSTROEM)
C1 3.98503 -0.08532 0.01542
C2 2.73586 -0.20335 -0.02188
C3 0.26112 -0.39092 0.03631
C4 -2.21070 -0.53662 -0.05838
N1 1.43174 -0.33318 -0.11537
N2 -0.94262 -0.53128 0.09710
H1 5.07104 -0.10641 0.16438
H2 -2.80749 -1.11880 0.50712
H3 -2.80188 0.20258 -0.73117

Atoms 1-3, force components in eV/Å:
-4.2 -0.7 0.1
4.6 0.2 0.0
3.0 0.2 -0.8

Values from the calculation:
- Total charge: +1
- Multiplicity: 1
- Largest force on an atom: 4.7 eV/A
- E_tot: -263.282846 Eh
- SMILES string: C#CN=C=[N+]=C

Mulliken population analysis, charges in e, atoms 1 to 6: atom 1 (C): -0.411, atom 2 (C): 0.332, atom 3 (C): 0.455, atom 4 (C): -0.087, atom 5 (N): -0.134, atom 6 (N): -0.139

***

Highest occupied orbital energy (computed, eV): -11.2, -14.4
Energy relative to the best compared isomer or geometry (same formula, charge and spin) (computed, eV): 0.000, 1.002